# C2H3N3O

A molecular structure, C2H3N3O in a non-equilibrium geometry (ωB97M-V/def2-TZVPD, the OMol25 dataset).

Results
Energy relative to the best compared isomer or geometry (same formula, charge and spin): 150.4 kJ/mol
Total charge: 0
Orbital gap: 10.01 eV
LUMO energy: 0.93 eV
Highest occupied orbital energy: -9.08 eV
Spin multiplicity: 1

```
9
Properties=species:S:1:pos:R:3:forces:R:3:lowdin_charge:R:1
O 2.048716 0.201362 0.202779 1.4 1.6 -1.0 0.08
C 0.820303 0.410627 -0.289889 0.0 -0.9 1.2 -0.50
N 0.019890 1.304686 0.260021 0.4 -0.6 0.3 0.11
N -1.119518 0.552499 0.332904 -0.6 -0.1 -0.2 0.00
C -0.930540 -0.649836 -0.234014 -0.5 0.0 -0.2 -0.18
N 0.253029 -0.721023 -0.780713 -0.2 -0.4 0.6 0.12
H 2.406844 -0.566675 -0.257681 0.0 0.0 -0.1 0.11
H -1.883393 0.862265 0.907024 -0.1 0.1 -0.2 0.15
H -1.566072 -1.507238 -0.088111 -0.5 0.2 -0.4 0.12
```
Forces are in eV/Å.

# C37H43F11N3O32

11 unconnected molecules or ions with the total composition C37H43F11N3O32 in a non-equilibrium geometry (ωB97M-V/def2-TZVPD, the OMol25 dataset).

Results
Total charge: +1
Orbital gap: 8.74 eV
LUMO energy: -3.41 eV
Highest occupied orbital energy: -12.15 eV
Spin multiplicity: 1

```
126
Properties=species:S:1:pos:R:3:forces:R:3:lowdin_charge:R:1
N -1.632659 -0.612695 4.480403 0.4 0.1 -0.1 0.31
C -0.700525 -1.445050 4.135082 0.2 0.1 0.1 -0.33
N -0.087859 -2.254329 5.104253 -0.2 0.6 -0.6 0.10
C 0.306509 -3.429428 4.314765 -0.3 -0.1 -0.2 -0.05
C 0.346602 -2.964665 2.844604 0.3 0.0 -0.3 -0.25
F 1.610614 -2.914307 2.299838 -0.3 -0.3 0.3 0.04
N -0.220560 -1.591647 2.843171 -0.1 -0.1 0.6 0.06
C 0.837594 -0.516322 2.634618 0.1 0.4 -0.3 -0.09
C 1.279660 -0.225954 1.189526 0.0 0.2 0.4 -0.15
C 0.247575 -0.390595 0.101669 -0.2 -0.5 -0.1 -0.10
C -0.794151 0.667848 -0.042673 -1.4 0.3 -0.7 -0.49
O -1.926678 0.466130 -0.415054 0.7 -0.4 0.5 0.11
O -0.373231 1.961024 0.043509 0.4 0.4 0.6 0.07
H -2.178214 -0.081197 3.812168 0.1 0.1 -0.1 0.12
H -1.788207 -0.466181 5.467982 -0.3 -0.1 0.0 0.16
H 0.726708 -1.688695 5.374588 0.2 -0.2 0.5 0.11
H -0.518982 -4.136775 4.367417 0.1 -0.2 0.2 0.12
H 1.215526 -3.903337 4.662958 0.1 0.1 0.0 0.14
H -0.266786 -3.639684 2.257897 0.2 0.2 -0.4 0.12
H 0.469398 0.394375 3.097926 -0.3 0.1 0.0 0.11
H 1.721765 -0.811661 3.199077 0.0 0.0 0.1 0.13
H 1.605113 0.816265 1.169678 0.2 0.0 0.1 0.12
H 2.162911 -0.819056 0.973994 -0.1 -0.1 -0.2 0.10
H -0.273548 -1.345738 0.151926 0.0 -0.1 0.0 0.13
H 0.766610 -0.361625 -0.859063 0.1 0.0 0.0 0.11
H -0.334003 2.264046 0.967363 0.2 0.1 -0.1 0.10
C 2.747487 -3.116828 -2.189638 -0.1 0.0 0.0 -0.05
C 2.976219 -1.650424 -2.502449 0.1 0.0 0.0 -0.31
O 4.268156 -1.650630 -3.048394 0.0 0.1 -0.2 0.13
C 4.498444 -2.884358 -3.607215 0.0 0.0 0.2 -0.53
O 5.382369 -3.137258 -4.344079 0.0 0.0 0.1 0.21
O 3.543281 -3.752930 -3.187404 0.0 0.0 0.0 0.08
F 2.964401 -0.866236 -1.380334 0.1 -0.1 -0.1 0.05
H 3.133220 -3.365385 -1.199016 0.0 0.1 0.0 0.14
H 1.710132 -3.430472 -2.270979 0.0 -0.1 -0.1 0.14
H 2.277914 -1.223268 -3.225309 -0.1 0.1 0.1 0.16
C -6.107772 -0.263075 1.855254 0.0 0.0 0.0 -0.03
C -4.762594 -0.763713 2.337319 -0.3 0.0 0.5 -0.29
O -5.108647 -1.893711 3.105428 0.3 0.0 -0.2 0.11
C -6.292116 -2.391131 2.616193 -0.2 0.0 -0.1 -0.54
O -6.719364 -3.463897 2.864484 0.1 0.1 0.1 0.20
O -6.857963 -1.481591 1.793156 0.0 0.1 0.0 0.09
F -4.123871 0.145602 3.161591 -0.1 -0.2 -0.2 0.03
H -6.559475 0.407379 2.587955 0.1 0.0 0.0 0.15
H -6.073536 0.218736 0.883404 -0.1 -0.2 -0.1 0.15
H -4.075891 -1.057596 1.554602 0.3 0.1 -0.2 0.17
C 1.525054 4.244844 -0.979949 -0.3 0.1 -0.2 -0.06
C 1.381890 5.137009 0.227798 -0.3 -0.1 -0.2 -0.32
O 2.484022 6.006177 0.105679 0.0 0.1 0.1 0.14
C 2.787662 6.099088 -1.225540 0.0 -0.1 0.0 -0.53
O 3.499306 6.917263 -1.696893 0.0 0.0 0.0 0.19
O 2.137202 5.132971 -1.919171 0.1 0.0 0.1 0.08
F 1.408645 4.421821 1.376035 0.5 0.0 0.1 0.07
H 2.177544 3.392318 -0.789667 0.0 0.0 0.1 0.15
H 0.558966 3.898473 -1.331978 0.1 0.0 -0.3 0.12
H 0.460164 5.722469 0.240704 0.0 0.1 0.0 0.18
C -1.651208 0.521895 -3.493986 -0.1 0.1 0.1 -0.06
C -0.362485 1.065137 -4.074273 -0.2 -0.3 0.0 -0.29
O -0.199562 0.265029 -5.224970 0.1 0.3 0.0 0.11
C -1.446033 -0.132071 -5.639439 -0.2 -0.2 0.0 -0.53
O -1.672739 -0.594819 -6.704777 0.1 0.0 0.1 0.19
O -2.347023 0.088940 -4.662146 0.2 0.2 -0.2 0.07
F 0.694952 0.870474 -3.233203 0.0 -0.1 0.0 0.06
H -1.458574 -0.335069 -2.848975 0.0 0.0 0.0 0.13
H -2.233602 1.258340 -2.950030 -0.1 0.0 -0.1 0.14
H -0.387151 2.116441 -4.363371 0.1 0.0 0.1 0.18
C 1.798188 -2.862387 9.044085 0.0 0.0 0.0 -0.02
C 1.213157 -1.593952 9.636212 0.1 -0.1 0.0 -0.30
O 1.725990 -0.594027 8.755601 -0.2 0.1 -0.1 0.15
C 1.954031 -1.164796 7.558337 0.2 -0.2 0.3 -0.57
O 2.150170 -0.577215 6.538522 -0.2 0.1 -0.2 0.15
O 1.913480 -2.506162 7.653104 0.0 -0.1 0.1 0.06
F 1.644388 -1.352748 10.885344 0.1 0.0 -0.1 0.10
H 2.790511 -3.057158 9.449554 0.0 0.1 0.1 0.15
H 1.169694 -3.738687 9.163456 -0.1 0.0 -0.2 0.14
H 0.123510 -1.544577 9.623687 0.0 0.0 0.1 0.18
C -6.154647 -3.126839 -5.056701 0.1 -0.1 0.1 -0.04
C -5.100805 -2.889009 -6.119718 0.0 0.1 0.1 -0.30
O -4.129599 -2.127898 -5.413468 0.1 -0.2 0.0 0.13
C -4.217881 -2.444106 -4.101274 -0.2 0.0 0.0 -0.55
O -3.415857 -2.174105 -3.267864 0.1 0.0 0.1 0.17
O -5.361651 -3.127473 -3.859070 -0.1 0.0 -0.1 0.07
F -5.568450 -2.164604 -7.156765 0.0 0.1 0.1 0.09
H -6.866787 -2.302085 -5.022988 0.0 0.0 -0.1 0.14
H -6.683398 -4.068806 -5.164169 0.1 -0.1 0.1 0.14
H -4.627025 -3.793344 -6.503298 0.0 0.0 -0.1 0.18
C 1.448297 -1.828262 -7.350267 0.0 0.0 0.0 -0.05
C 1.791871 -1.789294 -8.823986 0.1 -0.2 0.0 -0.31
O 2.032635 -3.154856 -9.111820 -0.2 0.0 -0.1 0.13
C 1.315853 -3.909631 -8.231484 0.1 0.0 0.0 -0.55
O 1.104846 -5.068593 -8.340628 0.0 0.1 0.0 0.18
O 0.869706 -3.130231 -7.215577 0.0 0.1 0.1 0.07
F 2.908414 -1.067491 -9.079084 0.0 -0.1 0.0 0.08
H 2.352385 -1.766650 -6.741670 0.1 0.0 -0.1 0.14
H 0.744685 -1.063039 -7.049849 -0.2 -0.1 0.0 0.10
H 0.987938 -1.427864 -9.466414 0.0 0.1 0.0 0.18
C 5.160511 9.241407 -3.448935 -0.1 -0.1 0.0 -0.05
C 4.647903 10.666457 -3.470663 0.2 0.0 0.0 -0.32
O 5.690952 11.354405 -4.130588 -0.1 0.1 -0.2 0.13
C 6.337268 10.468999 -4.946234 0.0 0.0 0.1 -0.55
O 7.094971 10.766816 -5.803635 0.0 0.0 0.1 0.19
O 5.967930 9.204337 -4.631595 0.0 0.0 0.0 0.07
F 4.482217 11.181999 -2.227889 0.1 0.0 0.0 0.07
H 5.784673 9.068070 -2.572037 0.0 0.1 0.1 0.15
H 4.378769 8.490474 -3.490107 0.0 0.0 -0.1 0.12
H 3.721133 10.807778 -4.029093 -0.1 0.0 0.1 0.17
C 1.108141 5.539857 5.236934 0.1 0.0 0.0 -0.02
C 0.374548 4.642244 6.213030 -0.1 0.1 -0.1 -0.30
O -0.502788 3.927544 5.342608 0.1 -0.3 0.3 0.14
C 0.064333 3.883949 4.120120 -0.2 0.1 -0.4 -0.56
O -0.312533 3.174415 3.233285 0.0 -0.2 0.2 0.14
O 1.084103 4.746664 4.036995 0.1 0.1 0.1 0.07
F -0.356888 5.331475 7.109190 -0.1 0.0 -0.1 0.09
H 0.554683 6.464140 5.071920 -0.1 0.0 0.0 0.15
H 2.130408 5.767635 5.519967 0.1 -0.1 -0.1 0.15
H 1.003606 3.927653 6.743990 0.0 0.0 0.1 0.17
C -2.894094 -7.790193 1.472977 0.0 0.0 0.0 -0.03
C -3.110383 -6.969134 2.728392 0.1 0.0 0.0 -0.30
O -1.827730 -6.371479 2.908888 -0.2 0.3 0.0 0.12
C -1.221758 -6.295213 1.693700 0.2 -0.3 0.1 -0.55
O -0.227055 -5.671413 1.490732 -0.2 0.0 0.0 0.16
O -1.884208 -7.027068 0.789898 -0.1 0.0 0.0 0.09
F -3.404235 -7.721006 3.807308 0.1 0.0 0.0 0.09
H -2.498072 -8.775880 1.717272 0.0 0.0 0.1 0.15
H -3.779080 -7.884713 0.855669 0.0 0.1 -0.2 0.14
H -3.859575 -6.181020 2.632052 0.0 0.0 0.1 0.17
```
Forces are in eV/Å.

# C4H21NO8

7 unconnected molecules or ions with the total composition C4H21NO8 in a non-equilibrium geometry (ωB97M-V/def2-TZVPD, the OMol25 dataset).

Results
Energy relative to the best compared isomer or geometry (same formula, charge and spin): 0.0 kJ/mol
Total charge: +1
Orbital gap (alpha / beta): 11.30 / 6.06 eV
LUMO energy (alpha / beta): -3.23 / -8.48 eV
Highest occupied orbital energy (alpha / beta): -14.53 / -14.53 eV
Spin multiplicity: 2

```
34
Properties=species:S:1:pos:R:3:forces:R:3:mulliken_spin:R:1
O 1.478361 -2.231904 -0.384687 0.6 -0.1 0.0 0.37
C 1.328515 -1.053554 -0.107794 0.0 0.4 -0.5 -0.07
N 1.421522 -0.225305 -1.243590 -0.6 0.0 -1.1 0.66
C 1.609801 1.216793 -1.283522 0.2 0.2 2.9 0.00
O 2.756166 1.389104 -0.467964 0.7 0.2 -0.9 0.09
C 0.929812 -0.484651 1.191290 0.4 0.7 -0.5 -0.03
C 1.833173 -0.967373 2.327017 -1.9 0.3 1.4 -0.01
H 1.390456 -0.737842 -2.132026 0.1 -0.1 0.2 -0.04
H 1.644537 1.646831 -2.274658 0.0 -0.3 -0.3 0.00
H 0.871881 1.692792 -0.610825 -0.4 -0.4 -1.1 0.00
H 3.551527 1.187407 -0.986852 0.0 0.1 0.2 0.00
H 0.834734 0.605047 1.110447 0.4 -0.4 0.2 0.00
H -0.114339 -0.815301 1.237774 0.2 -0.3 0.5 -0.01
H 2.664103 -0.333599 2.588599 0.6 0.1 -0.8 0.00
H 1.237071 -0.873469 3.263271 0.2 -0.4 -0.6 0.00
H 2.062480 -2.009890 2.169736 0.4 -0.2 0.2 0.00
H -1.800937 1.284398 2.933049 0.1 0.1 0.1 0.00
H -1.115894 1.472885 1.581270 0.0 0.2 0.2 0.00
O -1.095582 0.925759 2.382132 -0.4 0.1 0.1 0.00
H -1.860861 0.379490 0.192527 0.0 -0.1 -0.5 0.00
H -2.238054 1.666983 -0.377203 0.2 0.2 -0.4 0.00
O -1.533203 1.008540 -0.480475 -0.2 -0.1 0.4 0.00
H -2.943083 -0.620903 1.709295 -1.0 0.8 0.4 0.00
H -2.863842 -1.213103 0.463171 -1.1 0.0 -0.8 0.00
O -3.461339 -0.552892 0.879761 2.1 -1.1 0.6 0.00
H -1.108812 -0.096626 -2.946837 -0.4 -0.1 -0.2 0.00
H -1.607320 -1.247027 -2.126663 -0.8 0.7 -0.4 0.00
O -1.378158 -1.021942 -3.038347 0.6 0.1 0.4 0.01
H -0.933045 -3.280144 -0.347827 -0.1 0.1 0.0 0.00
H -0.902565 -2.362648 -1.578925 0.4 -0.7 -0.1 0.00
O -0.999879 -2.354994 -0.622520 -0.5 -0.2 0.4 0.02
H -0.032604 3.723505 1.177349 -0.3 0.2 -0.3 0.00
H -0.539079 3.508147 -0.275604 0.2 0.2 -0.2 0.00
O -0.827908 3.626648 0.629543 0.1 -0.2 0.6 0.00
```
Forces are in eV/Å.

# C31H36N5O7PrS3

A molecular structure, C31H36N5O7PrS3 in a non-equilibrium geometry (ωB97M-V/def2-TZVPD, the OMol25 dataset).

Results
Energy relative to the best compared isomer or geometry (same formula, charge and spin): 31.5 kJ/mol
Total charge: -2
Orbital gap (alpha / beta): 5.77 / 5.78 eV
LUMO energy (alpha / beta): 4.29 / 4.29 eV
Highest occupied orbital energy (alpha / beta): -1.48 / -1.49 eV
Spin multiplicity: 3

```
83
Properties=species:S:1:pos:R:3:forces:R:3:mulliken_spin:R:1
Pr 0.585714 -0.503929 -0.005814 -0.6 0.6 -1.0 2.00
O -1.907092 2.319099 2.619984 0.0 0.0 0.0 0.00
C -1.091194 2.043509 3.740187 -0.1 0.1 -0.1 0.00
C -0.625718 0.604108 3.849988 0.1 -0.1 0.0 0.00
N 0.399082 0.156449 2.897856 0.0 -0.2 -0.1 0.00
C 1.682031 0.807472 3.202065 -0.2 0.0 0.2 0.00
C 2.694838 0.966130 2.070945 -0.1 -0.1 -0.4 0.00
O 3.773091 1.457749 2.371396 0.1 0.1 0.0 0.00
O 2.303434 0.617292 0.899000 0.5 0.1 0.7 0.00
C 0.530868 -1.315413 3.035109 0.0 0.1 0.0 0.01
C -0.650730 -2.043311 2.372884 0.1 0.0 -0.3 0.00
O -1.616026 -2.384301 3.051321 -0.1 -0.1 0.0 0.00
O -0.530756 -2.199306 1.093356 -0.2 -0.3 0.8 0.00
H -1.355479 2.504609 1.835638 0.1 0.0 0.1 0.00
H -1.715723 2.221049 4.620320 0.0 0.1 0.0 0.00
H -0.257009 2.747320 3.798248 0.0 0.0 -0.1 0.00
H -1.492859 -0.051291 3.755489 0.0 0.0 0.0 0.00
H -0.239290 0.458366 4.875402 0.0 0.0 0.0 0.00
H 1.486783 1.827994 3.523307 0.0 0.0 0.1 0.00
H 2.187925 0.296690 4.031539 0.0 0.0 0.0 0.00
H 0.585005 -1.597389 4.094091 0.0 0.0 0.1 0.00
H 1.459751 -1.617649 2.555065 0.1 0.0 0.0 0.00
N -1.640185 -0.230100 -2.235591 -0.1 0.0 -0.1 0.00
C -2.636837 0.841707 -2.209623 0.1 0.0 0.1 0.00
C -3.748526 0.538614 -1.211833 -0.1 -0.1 0.0 0.00
C -3.373705 0.807694 0.239872 0.1 -0.1 -0.1 0.00
N -2.296097 -0.062349 0.712855 0.1 0.1 0.2 0.00
H -0.806706 0.059868 -2.750527 0.0 0.0 0.0 0.00
H -2.020929 -1.030020 -2.727849 0.0 0.0 0.0 0.00
H -3.069747 1.025978 -3.201599 -0.1 0.0 0.0 0.00
H -2.126386 1.754737 -1.899226 0.0 0.0 0.0 0.00
H -4.066664 -0.508824 -1.326735 0.0 0.0 0.0 0.00
H -4.621835 1.155553 -1.452175 0.0 0.0 0.0 0.00
H -4.270942 0.717115 0.867270 -0.1 0.0 0.0 0.00
H -3.026937 1.837668 0.321972 0.0 0.0 0.0 0.00
H -2.603652 -1.027940 0.778768 0.1 0.0 -0.1 0.00
H -2.064109 0.220905 1.660423 -0.1 0.0 0.0 0.00
S -0.127174 2.301802 -0.113240 -0.1 0.1 -0.3 0.00
C 0.479741 3.057812 -1.584176 0.0 0.1 0.0 0.00
C 0.282696 4.439121 -1.756089 0.0 -0.1 0.0 0.00
C 0.704596 5.121756 -2.884882 0.0 -0.1 0.0 0.00
C 1.348971 4.420996 -3.900039 0.0 0.0 0.1 0.00
C 1.551930 3.058821 -3.752561 0.0 -0.1 0.1 0.00
C 1.137550 2.342457 -2.615840 0.1 0.0 -0.1 0.00
S 1.482377 0.601525 -2.587087 0.0 0.2 0.0 0.00
H -0.218920 4.973216 -0.956190 0.0 0.0 0.0 0.00
H 0.535524 6.190194 -2.968255 0.0 0.0 0.0 0.00
H 1.692461 4.928740 -4.795162 0.0 0.0 0.0 0.00
H 2.055972 2.499826 -4.533570 0.0 0.0 0.0 0.00
C 7.786803 2.451438 -0.702260 0.0 0.0 0.0 0.00
C 6.838539 1.310440 -0.436585 0.0 0.0 0.0 0.00
C 5.597318 1.259509 -1.053196 0.0 0.0 0.0 0.00
C 4.693430 0.242584 -0.773006 0.1 0.0 0.1 0.00
C 5.052804 -0.742360 0.128973 0.1 0.1 0.1 0.00
C 6.300636 -0.726783 0.745636 -0.1 0.1 -0.1 0.00
C 7.182335 0.300889 0.463689 0.0 0.0 0.0 0.00
S 3.945640 -2.056233 0.552467 -0.2 -0.3 -0.1 0.00
O 3.447982 -1.814270 1.885653 -0.1 0.1 0.1 0.00
O 4.724837 -3.271922 0.411740 0.0 -0.1 -0.1 0.00
N 2.712704 -1.979112 -0.468736 0.4 -0.4 -0.3 0.00
C 2.891186 -2.543631 -1.729439 -0.2 0.2 0.3 0.01
C 4.084585 -2.787142 -2.381663 0.2 0.0 -0.1 0.00
C 4.130912 -3.412746 -3.642732 0.0 0.0 0.1 0.00
C 3.004219 -3.841005 -4.282429 -0.1 0.0 0.1 0.00
C 1.754855 -3.612754 -3.659745 0.0 0.0 -0.1 0.00
C 0.535730 -4.062167 -4.213618 0.0 0.0 0.0 0.00
C -0.639023 -3.842706 -3.557489 0.0 0.0 0.0 0.00
C -0.602697 -3.103868 -2.358398 -0.1 0.0 0.0 0.00
N 0.499677 -2.638092 -1.840812 0.2 0.0 0.2 0.00
C 1.694040 -2.929345 -2.425777 -0.2 0.1 0.0 -0.01
H 7.479444 3.018887 -1.581460 0.0 0.0 0.0 0.00
H 8.805994 2.092020 -0.865561 0.0 0.0 0.0 0.00
H 7.813593 3.143047 0.143953 0.0 0.0 0.0 0.00
H 5.306968 2.039618 -1.749475 0.0 0.0 0.0 0.00
H 3.717177 0.237720 -1.240491 0.0 0.0 0.0 0.00
H 6.562945 -1.511169 1.444560 0.0 0.0 0.0 0.00
H 8.150193 0.329443 0.956023 0.0 0.0 0.0 0.00
H 5.016553 -2.512121 -1.909312 0.0 0.0 0.0 0.00
H 5.100250 -3.567313 -4.103531 0.0 0.0 0.0 0.00
H 3.045141 -4.345335 -5.240706 0.0 0.0 0.0 0.00
H 0.556021 -4.595558 -5.158482 0.0 0.0 0.0 0.00
H -1.585159 -4.197045 -3.946646 0.0 0.0 0.0 0.00
H -1.514769 -2.878156 -1.815721 0.0 0.0 0.0 0.00
```
Forces are in eV/Å.

# C3H5NO2

A single C3H5NO2 molecule (ωB97M-V/def2-TZVPD, the OMol25 dataset).

Results
Energy relative to the best compared isomer or geometry (same formula, charge and spin): 93.5 kJ/mol
Total charge: 0
Structure (SMILES): NC(=O)/C=C/O
Orbital gap: 10.06 eV
LUMO energy: 0.71 eV
Highest occupied orbital energy: -9.35 eV
Spin multiplicity: 1

```
11
Properties=species:S:1:pos:R:3:forces:R:3:lowdin_charge:R:1
N 0.640184 0.988487 1.690876 0.1 0.0 0.1 0.14
C 0.769216 0.036544 0.711215 0.3 -0.1 0.0 -0.57
O 1.602658 -0.855631 0.768743 0.0 0.4 0.1 0.03
C -0.192938 0.142045 -0.384894 0.1 0.0 -0.2 -0.04
C -0.197503 -0.757261 -1.377611 0.1 0.2 0.2 -0.15
O -1.317674 -0.943003 -2.095210 0.0 0.1 -0.2 0.04
H -0.212812 1.516885 1.791433 0.2 -0.1 -0.1 0.09
H 1.189977 0.835543 2.521059 -0.1 0.0 0.0 0.10
H -0.945894 0.931165 -0.412204 -0.1 -0.3 0.4 0.11
H 0.649299 -1.366685 -1.684586 -0.3 -0.1 0.3 0.14
H -1.984512 -0.528089 -1.528821 -0.4 -0.1 -0.6 0.10
```
Forces are in eV/Å.